Formula: CH5FP2
Source: the OMol25 dataset
Level of theory: ωB97M-V/def2-TZVPD

```
! RIJCOSX wB97M-V def2-TZVPD def2/J DEFGRID3
* xyz 0 1
C 0.03 0.42 -0.02
F -0.10 1.73 -0.10
P 1.78 -0.10 -0.13
P -1.49 -0.62 -0.05
H 0.03 -0.42 -2.16
H 1.68 -1.49 0.25
H 2.30 0.52 1.13
H -2.44 0.47 -0.14
H -1.79 -0.51 1.22
*
```

Want to see where the charge sits? The natural (NBO) charges in e are: number 1, C, carries -0.1417; number 2, F, carries -0.3475; number 3, P, carries 0.2779; number 4, P, carries 0.3023; number 5, H, carries -0.0283; number 6, H, carries 0.0054; number 7, H, carries -0.0138; number 8, H, carries 0.0030; number 9, H, carries -0.0574

---

Formula: CH5FSi
Source: the OMol25 dataset
Level of theory: ωB97M-V/def2-TZVPD

- SMILES: FC[SiH3]

```
! RIJCOSX wB97M-V def2-TZVPD def2/J DEFGRID3
* xyz 0 1
F 0.58 1.77 0.80
C 0.74 0.44 0.48
Si -0.74 -0.41 -0.37
H 1.57 0.21 -0.26
H 1.28 0.06 1.45
H -0.77 -1.83 -0.03
H -0.53 -0.34 -1.85
H -2.12 0.10 -0.21
*
```

Want to see where the charge sits? The natural (NBO) charges in e are: number 1, F, carries -0.3678; number 2, C, carries -0.3558; number 3, Si, carries 0.8109; number 4, H, carries 0.1836; number 5, H, carries 0.2010; number 6, H, carries -0.1597; number 7, H, carries -0.1644; number 8, H, carries -0.1479

---

Formula: CH5IN
Source: the OMol25 dataset
Level of theory: ωB97M-V/def2-TZVPD

```
! RIJCOSX wB97M-V def2-TZVPD def2/J DEFGRID3
* xyz 1 1
C 0.02 -1.25 1.08
N -0.91 -1.36 0.23
I 0.87 3.77 -1.34
H 0.01 -0.65 1.96
H 0.99 -1.61 1.00
H -0.74 -2.06 -0.60
H -1.79 -1.08 0.36
H 1.54 4.24 -2.69
*
```

Want to see where the charge sits? The natural (NBO) charges in e are: number 1, C, carries 0.1819; number 2, N, carries -0.5439; number 3, I, carries -0.1187; number 4, H, carries 0.2336; number 5, H, carries 0.2323; number 6, H, carries 0.4644; number 7, H, carries 0.4313; number 8, H, carries 0.1192

---

Formula: CH5IN4O
Source: the OMol25 dataset
Level of theory: ωB97M-V/def2-TZVPD

```
! RIJCOSX wB97M-V def2-TZVPD def2/J DEFGRID3
* xyz 2 1
C -0.40 0.11 -0.06
N -0.09 -1.21 -0.14
N 0.78 0.92 0.01
N 1.14 -1.83 -0.04
N 0.75 2.18 0.11
O -1.66 0.55 -0.09
I -3.99 -0.11 -0.30
H -0.90 -1.96 0.09
H 1.96 -1.21 0.14
H 0.90 -2.83 0.07
H 1.69 2.62 0.11
H -0.18 2.78 0.11
*
```

Want to see where the charge sits? The natural (NBO) charges in e are: number 1, C, carries 0.6114; number 2, N, carries -0.2370; number 3, N, carries -0.0198; number 4, N, carries -0.5208; number 5, N, carries -0.2794; number 6, O, carries -0.7016; number 7, I, carries 0.8053; number 8, H, carries 0.4849; number 9, H, carries 0.4635; number 10, H, carries 0.4517; number 11, H, carries 0.4706; number 12, H, carries 0.4711

---

Formula: CH5IN4O
Source: the OMol25 dataset
Level of theory: ωB97M-V/def2-TZVPD

```
! RIJCOSX wB97M-V def2-TZVPD def2/J DEFGRID3
* xyz 2 1
C -0.51 -1.21 0.15
N 0.54 -0.94 -0.60
N -1.10 0.31 0.46
N 1.45 -0.02 -0.49
N -0.34 1.29 0.81
O -1.16 -2.16 0.42
I -3.08 0.59 -0.17
H 0.61 -1.57 -1.37
H 2.20 -0.14 0.24
H 1.74 0.43 -1.34
H -0.48 2.13 0.18
H 0.14 1.28 1.72
*
```

Want to see where the charge sits? The natural (NBO) charges in e are: number 1, C, carries 0.7824; number 2, N, carries -0.3678; number 3, N, carries -0.2654; number 4, N, carries -0.5227; number 5, N, carries -0.3471; number 6, O, carries -0.3327; number 7, I, carries 0.7774; number 8, H, carries 0.4648; number 9, H, carries 0.4423; number 10, H, carries 0.4360; number 11, H, carries 0.4604; number 12, H, carries 0.4724

---

Formula: CH5INO
Source: the OMol25 dataset
Level of theory: ωB97M-V/def2-TZVPD

- ⟨S²⟩: 2.0058

```
! RIJCOSX wB97M-V def2-TZVPD def2/J DEFGRID3
* xyz 1 3
C -0.03 -1.67 -0.15
N -0.73 -0.56 0.00
O 0.23 2.12 -0.01
I 1.97 -1.66 -0.39
H -0.58 -2.64 -0.11
H -1.74 -0.79 -0.08
H -0.40 0.39 0.13
H 0.04 2.75 0.66
H 1.25 2.07 -0.05
*
```

Want to see where the charge sits? The natural (NBO) charges in e are: number 1, C, carries -0.3926; number 2, N, carries -0.7694; number 3, O, carries -0.9457; number 4, I, carries 0.9727; number 5, H, carries 0.2759; number 6, H, carries 0.4300; number 7, H, carries 0.4487; number 8, H, carries 0.4971; number 9, H, carries 0.4831

---

Short version: maximum force = 3.2 3.0 7.1 3.5 4.6 3.7 eV/Å, in the order given.
Short version: energy = -823.44652 -430.39759 -393.22524 -632.18113 -632.17560 -468.36153 a.u., in the order given.
Short version: relative energy (zero: lowest compared OMol25 entry of this formula, charge and spin) = 133.5 1.9 25.3 25.8 29.3 2.5 kcal/mol, in the order given.